1.
{"formula": "C4H6N2O", "method": "wB97M-V/def2-TZVPD", "elements": ["C", "C", "C", "C", "N", "N", "O", "H", "H", "H", "H", "H", "H"], "positions_angstrom": [[-0.5838, 1.3576, 0.1456], [-1.7669, 0.9444, -0.1007], [0.1761, -0.6767, -0.5990], [-1.0132, -1.1174, 0.2847], [0.5550, 0.8605, -0.3580], [1.7929, 1.0471, 0.2603], [-2.1895, -0.2980, 0.1173], [1.0682, -1.2503, -0.3707], [-0.0877, -0.7379, -1.6523], [-1.3144, -2.1306, 0.0130], [-0.7084, -1.0832, 1.3375], [1.6995, 1.4075, 1.2084], [2.3721, 1.6769, -0.2861]], "homo_lumo_gap_ev": [8.6, 8.7], "smiles": "NN1C#COCC1", "mol_weight_da": 98.1, "homo_energy_ev": [-8.4, -8.4], "energy_ha": -340.56077, "relative_energy_kj_mol": 614.7}

2.
{"formula": "C5H14N2O", "method": "wB97M-V/def2-TZVPD", "elements": ["C", "N", "O", "H", "H", "H", "H", "H", "C", "C", "N", "C", "C", "H", "H", "H", "H", "H", "H", "H", "H", "H"], "positions_angstrom": [[0.6984, 1.6173, -0.6451], [0.6957, 0.9589, 0.6329], [2.9196, 1.1853, 1.3367], [2.8014, 1.8249, 2.0462], [1.8189, 0.6742, 1.0237], [-0.2337, 2.1708, -0.8187], [0.8716, 0.9520, -1.5055], [1.5145, 2.3399, -0.6151], [-1.9230, 0.4907, 0.8074], [0.5991, -2.1226, -0.2421], [-0.6389, -0.2083, 0.6333], [-0.5085, -1.1331, -0.4487], [-1.1863, -1.0011, -1.5913], [-0.3685, -0.6522, 1.5071], [-1.8575, 1.0954, 1.7085], [-2.7459, -0.2231, 0.8855], [-2.0943, 1.1543, -0.0375], [1.5442, -1.6046, -0.0688], [0.3992, -2.7562, 0.6266], [0.7113, -2.7639, -1.1128], [-1.9985, -0.3044, -1.7218], [-1.0189, -1.6944, -2.4005]], "homo_lumo_gap_ev": 8.6, "mol_weight_da": 118.2, "homo_energy_ev": -8.1, "energy_ha": -383.49039, "relative_energy_kj_mol": 552.2}

3.
{"formula": "C2H17N2O4", "method": "wB97M-V/def2-TZVPD", "elements": ["N", "C", "C", "N", "H", "H", "H", "H", "H", "H", "H", "H", "H", "H", "H", "O", "H", "H", "O", "H", "H", "O", "H", "H", "O"], "positions_angstrom": [[0.3049, -1.4118, 0.3803], [1.5968, -0.6087, 0.3097], [1.5467, 0.6744, 1.2249], [1.9428, 1.7686, 0.3316], [-0.1456, -1.3091, 1.3239], [-0.3918, -1.1310, -0.3341], [0.5320, -2.4080, 0.2578], [2.4435, -1.2840, 0.3551], [1.7202, -0.2954, -0.7891], [0.5068, 0.8457, 1.4638], [2.2899, 0.2985, 1.9504], [2.9494, 1.8047, 0.2337], [1.6130, 2.6358, 0.7412], [-1.8367, -1.2917, -2.4103], [-0.5166, -0.4674, -2.5281], [-1.0477, -1.0259, -1.9163], [-0.2773, 2.1766, -2.7299], [0.5081, 1.5517, -1.7013], [0.0625, 1.2836, -2.5293], [-1.9375, -0.5460, 3.2003], [-2.2221, -0.6354, 1.6742], [-1.5663, -0.8451, 2.3648], [-3.4677, 0.1592, -0.0082], [-2.1074, -0.0703, -0.8666], [-2.5000, 0.1310, 0.0017]], "homo_lumo_gap_ev": 10.8, "total_charge": 1, "mol_weight_da": 133.2, "homo_energy_ev": -13.5, "energy_ha": -496.63443, "relative_energy_kj_mol": 56.6}

4.
{"formula": "C40H49KN5O2", "method": "wB97M-V/def2-TZVPD", "elements": ["K", "O", "C", "C", "C", "C", "C", "C", "C", "C", "C", "O", "C", "C", "C", "C", "C", "C", "C", "C", "C", "C", "C", "C", "N", "C", "C", "C", "C", "C", "C", "C", "C", "C", "C", "C", "C", "H", "H", "H", "H", "H", "H", "H", "H", "H", "H", "H", "H", "H", "H", "H", "H", "H", "H", "H", "H", "H", "H", "H", "H", "H", "H", "H", "N", "C", "C", "C", "C", "N", "H", "H", "H", "H", "H", "H", "H", "H", "H", "H", "H", "H", "N", "C", "C", "C", "N", "H", "H", "H", "H", "H", "H", "H", "H", "H", "H"], "positions_angstrom": [[-0.4787, -0.4359, 0.4087], [0.8664, 0.8576, 1.8232], [0.0104, 1.0670, 2.8603], [-1.0817, 2.1825, 2.5317], [-2.3911, 1.9759, 1.7408], [-3.5419, 2.6561, 2.1355], [-4.7042, 2.4794, 1.4059], [-4.7187, 1.6217, 0.3198], [-3.5456, 0.9533, -0.0309], [-3.5569, 0.0021, -1.2499], [-3.1439, -1.5233, -1.1505], [-1.8077, -1.6529, -1.0573], [-3.8411, -2.2004, 0.0411], [-3.2226, -3.3011, 0.6285], [-3.8172, -3.9650, 1.6850], [-5.0369, -3.5393, 2.1924], [-5.6542, -2.4369, 1.6291], [-5.0586, -1.7783, 0.5601], [-3.6743, -2.1941, -2.4377], [-2.7548, -2.6528, -3.3688], [-3.1797, -3.2428, -4.5501], [-4.5306, -3.3856, -4.8195], [-5.4592, -2.9325, -3.8915], [-5.0292, -2.3430, -2.7149], [-2.4307, 1.1837, 0.6696], [0.7896, 1.6243, 4.0763], [0.2388, 1.6878, 5.3524], [0.9609, 2.2008, 6.4161], [2.2537, 2.6650, 6.2153], [2.8093, 2.6050, 4.9484], [2.0842, 2.0859, 3.8846], [-0.6511, -0.2649, 3.3566], [-1.9761, -0.3885, 3.7372], [-2.4850, -1.6118, 4.1692], [-1.6625, -2.7183, 4.2481], [-0.3231, -2.6033, 3.8874], [0.1715, -1.3963, 3.4383], [-0.4969, 2.9343, 1.9952], [-1.3697, 2.6568, 3.4753], [-3.5180, 3.3056, 3.0012], [-5.6088, 3.0033, 1.6924], [-5.6227, 1.4578, -0.2524], [-2.8841, 0.4069, -2.0106], [-4.5669, 0.0982, -1.6620], [-2.2596, -3.5974, 0.2375], [-3.3131, -4.8174, 2.1259], [-5.4915, -4.0589, 3.0268], [-6.5994, -2.0782, 2.0195], [-5.5529, -0.9147, 0.1386], [-1.7074, -2.5391, -3.1278], [-2.4448, -3.5945, -5.2650], [-4.8580, -3.8498, -5.7419], [-6.5201, -3.0423, -4.0829], [-5.7646, -2.0076, -1.9950], [-0.7639, 1.3106, 5.5156], [0.5173, 2.2306, 7.4043], [2.8250, 3.0654, 7.0445], [3.8198, 2.9592, 4.7819], [2.4889, 2.0006, 2.8859], [-2.6479, 0.4584, 3.6820], [-3.5360, -1.6896, 4.4200], [-2.0608, -3.6716, 4.5723], [0.3323, -3.4645, 3.9452], [1.2039, -1.2828, 3.1343], [3.3268, 0.4840, -0.2711], [4.3014, -0.5465, 0.0423], [3.7089, -1.9343, -0.1986], [2.5431, -2.2446, 0.7250], [1.7630, -3.5019, 0.3867], [1.1451, -3.4182, -0.9308], [3.7301, 1.4121, -0.3205], [2.6196, 0.5559, 0.4585], [4.6941, -0.4694, 1.0706], [5.1602, -0.4215, -0.6267], [4.4844, -2.7042, -0.1007], [3.3655, -1.9733, -1.2344], [1.8686, -1.3845, 0.7186], [2.8902, -2.2951, 1.7640], [1.0322, -3.6921, 1.1894], [2.4437, -4.3623, 0.3719], [0.4487, -2.6793, -0.9780], [0.6255, -4.2638, -1.1342], [0.3239, 0.5111, -2.1061], [-0.0835, 1.5676, -3.0165], [0.6787, 2.8507, -2.7261], [0.3816, 3.4715, -1.3611], [1.3786, 3.1332, -0.3485], [1.2505, 0.1659, -2.3329], [-0.3268, -0.2746, -2.1316], [-1.1551, 1.7350, -2.8614], [0.0308, 1.2909, -4.0788], [0.4596, 3.5802, -3.5146], [1.7533, 2.6541, -2.7907], [-0.6403, 3.1873, -1.0594], [0.3831, 4.5613, -1.4688], [1.2359, 2.1911, 0.0156], [1.2395, 3.7328, 0.4587]], "homo_lumo_gap_ev": 7.3, "total_charge": -1, "mol_weight_da": 671.0, "homo_energy_ev": -5.0, "energy_ha": -2577.92363, "relative_energy_kj_mol": 31.5}

5.
{"formula": "C32H34N7OOs", "method": "wB97M-V/def2-TZVPD", "elements": ["Os", "C", "C", "N", "N", "C", "O", "C", "C", "C", "C", "C", "C", "C", "C", "C", "C", "C", "N", "H", "H", "H", "H", "H", "H", "H", "H", "H", "H", "H", "H", "C", "C", "N", "C", "C", "C", "C", "C", "C", "C", "C", "C", "N", "C", "H", "H", "H", "H", "H", "H", "H", "H", "C", "C", "N", "C", "C", "C", "C", "N", "H", "H", "H", "H", "H", "H", "H", "H", "H", "H", "H", "H", "H", "H"], "positions_angstrom": [[0.2105, 0.5147, 0.4382], [-1.1483, 0.6908, -3.8573], [-1.0063, 0.8723, -2.3856], [-0.1093, 0.2942, -1.6556], [0.6071, -0.7175, -2.2973], [1.1442, -1.5984, -1.5737], [1.0530, -1.3751, -0.1581], [1.8305, -2.7711, -2.1461], [2.3963, -2.5843, -3.4118], [2.9698, -3.6464, -4.0843], [2.9773, -4.9118, -3.5103], [2.4120, -5.1065, -2.2586], [1.8470, -4.0460, -1.5708], [-1.9879, 1.6813, -1.6316], [-2.8224, 2.5925, -2.2533], [-3.7631, 3.2700, -1.4857], [-3.8474, 2.9864, -0.1351], [-2.9736, 2.0546, 0.4066], [-2.0562, 1.4197, -0.3151], [-0.6379, -0.1980, -4.2011], [-0.7012, 1.5534, -4.3629], [-2.1975, 0.6502, -4.1403], [2.3951, -1.5964, -3.8544], [3.4082, -3.4878, -5.0608], [3.4171, -5.7471, -4.0403], [2.4005, -6.0965, -1.8214], [1.3833, -4.2304, -0.6138], [-2.7435, 2.7734, -3.3179], [-4.4237, 3.9958, -1.9438], [-4.5789, 3.4737, 0.4961], [-3.0225, 1.7999, 1.4602], [-0.6310, 4.6751, 1.4749], [-0.2579, 3.5459, 0.7530], [-0.0304, 2.3710, 1.3357], [-0.1124, 2.2981, 2.6958], [-0.4879, 3.3774, 3.4934], [-0.7733, 4.5912, 2.8424], [-0.5340, 3.1944, 4.9061], [-0.1672, 1.9943, 5.4568], [0.2736, 0.9294, 4.6464], [0.7518, -0.3395, 5.1725], [1.3048, -1.2289, 4.3534], [1.4693, -0.9975, 2.8692], [0.6965, 0.1333, 2.3642], [0.2830, 1.0766, 3.2624], [-0.8149, 5.5992, 0.9447], [-0.1487, 3.5858, -0.3240], [-1.0893, 5.4515, 3.4216], [-0.8430, 4.0202, 5.5357], [-0.1873, 1.8600, 6.5320], [0.6957, -0.5263, 6.2387], [1.7204, -2.1414, 4.7663], [2.5287, -0.7674, 2.6774], [4.2525, -4.5023, 2.4816], [3.4213, -3.2628, 2.8229], [1.9811, -3.4243, 2.6358], [1.3880, -4.6823, 3.0387], [1.4284, -4.8926, 4.5700], [1.1792, -2.3006, 2.0444], [-0.3064, -2.5993, 2.0047], [1.7247, -2.2926, 0.6747], [5.3018, -4.2122, 2.5292], [4.0421, -4.8586, 1.4708], [4.1040, -5.3140, 3.1927], [3.7625, -2.4006, 2.2550], [3.5765, -3.0032, 3.8807], [1.9773, -5.4713, 2.5646], [0.3734, -4.7477, 2.6761], [2.4338, -4.7708, 4.9747], [1.1073, -5.9153, 4.7613], [0.7424, -4.2146, 5.0764], [-0.5264, -3.4569, 1.3708], [-0.8286, -1.7434, 1.5938], [-0.6974, -2.7632, 3.0104], [2.7096, -2.0500, 0.6273]], "s_squared": 6.062, "spin_multiplicity": 5, "homo_lumo_gap_ev": [7.2, 4.9], "total_charge": 3, "mol_weight_da": 722.9, "homo_energy_ev": [-15.8, -16.1], "energy_ha": -1787.91620, "relative_energy_kj_mol": 499.6}